Below is a 2-piece molecular cluster, C9H9N3O2 overall, with properties calculated with the ωB97M-V functional and the def2-TZVPD basis.

Results
Charge   0
SMILES   O=c1cc[nH]c(=O)[nH]1.c1ccncc1
HOMO   -0.3368 Ha
E_LUMO   0.0077 hartree

Each line ends with the Mulliken charge.
Cartesian coordinates (Å):
C: -1.48 1.11 -0.36  -0.1097
C: -1.52 -0.29 -0.63  -0.2459
C: -2.72 -0.85 -0.48  -0.6702
C: -3.74 -0.26 0.25  -0.2037
C: -3.58 1.05 0.61  -0.3359
C: 2.85 1.15 -0.30  0.6557
C: 3.27 0.55 1.03  -0.7389
C: 2.90 -0.74 1.28  -0.0781
C: 1.43 -0.88 -0.69  0.2900
H: -0.54 1.65 -0.59  0.3496
H: -0.79 -0.82 -1.14  0.5297
H: -2.93 -1.82 -0.70  0.5103
H: -4.70 -0.73 0.57  0.3075
H: -4.31 1.58 1.14  0.4242
H: 1.65 0.65 -1.96  0.2768
H: 4.04 1.03 1.56  0.4170
H: 3.26 -1.30 2.18  0.3336
H: 1.74 -2.39 0.69  0.2237
N: -2.44 1.75 0.26  -0.5906
N: 1.86 0.38 -0.99  -0.0206
N: 1.99 -1.47 0.45  -0.0628
O: 3.24 2.14 -0.88  -0.5939
O: 0.52 -1.47 -1.29  -0.6678